No. 1
# C6H6O

One molecule with the formula C6H6O (the ωB97M-V functional and the def2-TZVPD basis, the Open Molecules 2025 dataset).

Properties
ΔE to the lowest compared entry with this formula, charge and spin: 579.8 kJ/mol

```
13
Properties=species:S:1:pos:R:3:forces:R:3
O 1.99503 -1.12269 0.00838 -0.1078 -0.2650 0.1319
C 1.26508 0.07391 0.06827 0.0381 0.3699 -0.0027
C -0.18246 -0.07715 -0.46217 0.1452 0.1143 -0.1913
C -1.21370 -1.29521 1.38169 0.1604 -0.3631 -0.7960
C -0.88928 -1.32430 0.11831 -0.1926 0.4500 0.5240
C -0.93420 1.16052 -0.22871 -0.1803 0.5962 0.0100
C -1.48782 2.21402 -0.04638 0.1818 -0.4514 -0.1217
H 1.64782 -1.70735 0.69683 0.0953 0.0412 -0.1619
H 1.27784 0.50616 1.07918 -0.2304 -0.1541 -0.1324
H 1.77054 0.78466 -0.58554 0.0398 0.0044 0.0128
H -0.10556 -0.22437 -1.55213 -0.1025 -0.0752 0.3836
H -1.13755 -2.12631 -0.57453 0.0321 -0.0667 0.3335
H -2.00573 3.13813 0.09681 0.1208 -0.2003 0.0102
```
Forces are in eV/Å.

***

No. 2
# C6H6O

One molecule with the formula C6H6O (the ωB97M-V functional and the def2-TZVPD basis, the Open Molecules 2025 dataset).

Properties
ΔE to the lowest compared entry with this formula, charge and spin: 287.5 kJ/mol
SMILES: C#CC1=CCOC1

```
13
Properties=species:S:1:pos:R:3:forces:R:3
C 2.77793 -0.83418 0.74084 -0.4130 0.0619 -0.0493
C 1.73442 -0.48559 0.25134 0.9823 0.0626 -0.2560
C 0.43700 -0.12191 -0.19552 0.0300 0.2067 0.0665
C -0.04114 1.00749 -0.71356 0.0822 -0.1881 0.0691
C -1.54247 0.98244 -0.62331 0.0432 0.1642 -0.0470
O -1.85805 -0.24240 0.04207 0.0092 0.0028 0.3039
C -0.67064 -0.93112 0.39473 0.3842 -0.2125 0.3714
H 3.66989 -1.14556 1.23355 -0.0174 0.0422 -0.1526
H 0.54061 1.86439 -1.03572 -0.1143 -0.1817 -0.0530
H -1.93009 1.83177 -0.03948 0.1192 -0.1136 -0.0805
H -2.03097 1.01428 -1.61106 0.0583 -0.1214 0.2426
H -0.76728 -1.97990 0.09580 0.1947 0.1450 -0.2762
H -0.31922 -0.95972 1.46032 -1.3586 0.1318 -0.1387
```
Forces are in eV/Å.

***

No. 3
# C6H6O

A 2-piece molecular cluster, C6H6O overall (the ωB97M-V functional and the def2-TZVPD basis, the Open Molecules 2025 dataset).

Properties
ΔE to the lowest compared entry with this formula, charge and spin: 706.0 kJ/mol

```
13
Properties=species:S:1:pos:R:3:forces:R:3
C 0.01019 -2.39350 -1.95981 -0.1932 -0.5910 -1.3082
C 0.13982 -1.46523 -1.21339 -0.7444 3.2088 3.5539
C -1.58008 0.16450 0.67726 -1.6861 -2.4008 0.1727
C 1.05447 0.50723 1.13083 -4.8062 3.4329 0.9842
C 0.65320 1.32660 -0.08818 1.5390 -1.4417 -1.2667
C -0.21262 0.19387 0.34912 4.3937 -2.3172 -3.4049
O -2.26418 -0.83104 0.67754 -0.0166 0.6004 0.0760
H -0.13160 -3.06069 -2.79685 0.2036 0.1394 0.6036
H -1.97272 1.11697 0.91892 -0.7289 1.5528 0.5381
H 1.86967 -0.04270 1.12268 3.4152 -2.9916 -0.2830
H 0.83383 0.96102 2.16463 0.3262 -0.5638 -1.7445
H 0.39709 2.31969 0.10480 -0.8882 1.3865 0.2030
H 1.20293 1.20327 -1.08756 -0.8141 -0.0147 1.8758
```
Forces are in eV/Å.

***

No. 4
# C6H6O

One molecule with the formula C6H6O (the ωB97M-V functional and the def2-TZVPD basis, the Open Molecules 2025 dataset).

Properties
ΔE to the lowest compared entry with this formula, charge and spin: 550.0 kJ/mol
SMILES: C#CC[C@H](O)C#C

```
13
Properties=species:S:1:pos:R:3:forces:R:3
O -1.46635 0.99716 0.86823 0.4587 -0.3309 0.5323
C -0.25546 0.98377 0.16627 1.3471 -0.1418 0.7010
C 1.22472 0.31713 1.13171 -1.2091 0.5731 -0.7222
C 1.00131 -1.04374 0.75200 -0.4239 -0.4681 -0.3334
C 0.46177 -1.90971 0.10373 0.8949 -0.7105 0.8152
C -0.45711 0.20268 -1.07704 -0.1917 1.2016 -0.6430
C -0.91554 0.09874 -2.19038 0.2653 -0.2203 0.3776
H -1.88439 0.12512 0.80134 0.2578 0.1595 0.0690
H -0.10598 2.02523 -0.14739 0.4866 -0.2868 0.4141
H 1.20601 0.43939 2.23494 -0.6626 0.3485 -0.7263
H 2.25089 0.63024 0.82468 -1.0395 0.2859 -0.3012
H 0.25383 -2.86569 -0.29237 -0.2978 -0.2336 -0.3094
H -1.31370 -0.00031 -3.17572 0.1143 -0.1768 0.1263
```
Forces are in eV/Å.

***

No. 5
# C6H6O18Zr

C6H6O18Zr as an isolated structure (the ωB97M-V functional and the def2-TZVPD basis, the Open Molecules 2025 dataset).

Properties
ΔE to the lowest compared entry with this formula, charge and spin: 47.4 kJ/mol
Charge: -2

```
31
Properties=species:S:1:pos:R:3:forces:R:3
Zr 0.36188 -0.05513 -0.11184 -1.1474 0.3941 0.1001
O 1.23560 3.32205 -2.37208 -0.5260 -0.2194 0.1883
C 0.92685 2.18283 -1.72778 -0.4062 -2.4273 1.7132
O -0.19659 1.92809 -1.22956 -1.5644 1.5405 -0.5586
O 1.75791 1.27152 -1.52084 2.1528 0.0206 -0.5036
H 0.42610 3.84797 -2.27747 0.1365 0.0437 -0.0797
O 4.21306 -1.37027 0.17184 0.5728 0.3270 0.7452
C 2.95228 -0.98589 0.17252 -4.5858 1.4331 -1.3116
O 2.07823 -1.37513 -0.66404 1.3459 -2.4298 -1.9268
O 2.40838 -0.11374 0.89529 2.2873 0.9337 2.4712
H 4.42407 -1.83589 -0.64264 -0.5017 -0.1526 -0.1332
O -3.61393 1.56019 0.64012 -0.5944 0.4398 -0.1388
C -3.06330 0.32349 0.56772 -0.0551 -2.9482 1.1024
O -3.83763 -0.62291 0.88946 0.4708 1.1155 -0.5638
O -1.84769 0.20351 0.29099 0.7891 0.7068 -0.7139
H -4.51071 1.26141 0.89590 0.3472 0.5740 -0.1033
O -1.13943 -3.61165 1.99346 -0.4468 0.0937 -0.3267
C -0.04191 -2.84719 1.75584 2.0248 1.0274 0.2594
O 1.03748 -3.16800 2.27153 -0.6200 -0.4581 -0.0613
O -0.21279 -1.80545 1.04210 -0.3569 0.1089 -0.4238
H -0.81429 -4.31863 2.56010 0.1256 0.0242 0.0134
O -2.20940 -1.38501 -3.00631 0.1555 -0.1827 0.1478
C -0.84684 -1.21528 -3.08125 0.7121 -0.2806 -0.6056
O -0.26623 -0.95606 -1.98934 0.0003 0.6377 0.9744
O -0.30652 -1.38195 -4.18194 -0.3755 0.0730 0.3928
H -2.39518 -1.82405 -3.84601 -0.1645 0.2459 -0.0142
O 1.16730 2.29198 3.37915 -0.3166 0.1520 0.1534
C 0.56021 2.45151 2.16530 -0.4793 0.5177 -1.9717
O 0.31165 1.39995 1.49271 0.5125 -0.5683 0.3606
O 0.31351 3.60993 1.79559 0.2316 -0.4459 0.6005
H 1.12792 3.21779 3.67145 0.2757 -0.2962 0.2140
```
Forces are in eV/Å.

***

No. 6
# C6H6O2

A 2-piece molecular cluster, C6H6O2 overall (the ωB97M-V functional and the def2-TZVPD basis, the Open Molecules 2025 dataset).

Properties
ΔE to the lowest compared entry with this formula, charge and spin: 602.2 kJ/mol

```
14
Properties=species:S:1:pos:R:3:forces:R:3
C 1.49443 -0.49391 1.23909 -0.4197 -0.0003 2.9789
C 0.46315 -0.82548 0.18539 2.4978 -0.9207 0.3353
C -0.19073 0.11413 -0.51051 -1.7972 -1.1229 -1.6224
C -1.21970 -0.27410 -1.41321 -3.7432 -3.6879 -4.7954
C -2.01892 -0.84744 -2.23231 3.0295 1.9728 -0.1005
C -0.23453 1.58016 -0.28504 6.7483 5.0485 -1.0253
H 0.51632 -0.46552 2.33196 3.5335 -0.3587 -2.6066
H 2.27953 -1.44345 1.29813 -2.1168 2.7936 0.4355
H 2.05834 0.59302 1.30347 -1.7043 -2.9299 -0.4782
H 0.48290 -1.99991 0.05408 -0.9928 2.7737 -0.3069
H -2.34892 -1.17358 -3.37638 0.7378 1.0322 3.9961
H -1.13058 0.89655 1.34513 1.8557 3.1627 -1.4832
O -0.62224 1.77482 0.96993 -2.6611 -1.6733 1.4542
O 0.47093 2.56470 -0.90972 -4.9675 -6.0899 3.2187
```
Forces are in eV/Å.

***

No. 7
# C6H6O2

One molecule with the formula C6H6O2 (the ωB97M-V functional and the def2-TZVPD basis, the Open Molecules 2025 dataset).

Properties
ΔE to the lowest compared entry with this formula, charge and spin: 377.0 kJ/mol
SMILES: O=C1CC=C[C@@H]2O[C@@H]12

```
14
Properties=species:S:1:pos:R:3:forces:R:3
C 0.94734 0.83799 -0.66928 1.6588 3.1632 -0.3307
C 1.09729 0.21436 0.74859 -0.0387 -0.2341 1.8749
C -0.27886 -0.38217 1.29046 0.9053 -0.9798 -0.2270
C -1.31549 -0.61462 0.48525 1.0776 0.6816 -1.2390
C -1.11730 -0.02252 -0.90176 -1.7331 -0.1679 1.8497
C 0.20643 -0.22730 -1.29648 4.5393 -1.1650 0.6591
H 1.94381 -0.59756 0.72120 -1.5684 1.5633 0.2803
H 1.29705 1.00546 1.51226 0.5647 -0.5248 -0.8325
H -0.41585 -0.73061 2.34767 0.6377 0.7868 -0.9121
H -2.21678 -0.90354 0.90691 -1.7287 -0.7178 0.4092
H -1.32670 1.00577 -0.93662 -1.0363 1.2618 -0.0613
H 0.61952 -1.15560 -0.96060 0.3245 -0.6967 0.1878
O 1.25975 1.98330 -1.02161 -0.6536 -2.6397 1.0044
O -0.70021 -0.41296 -2.22598 -2.9490 -0.3311 -2.6629
```
Forces are in eV/Å.

***

No. 8
# C6H6O2

C6H6O2 as an isolated structure (the ωB97M-V functional and the def2-TZVPD basis, the Open Molecules 2025 dataset).

Properties
ΔE to the lowest compared entry with this formula, charge and spin: 1047.6 kJ/mol

```
14
Properties=species:S:1:pos:R:3:forces:R:3
C 1.44063 0.03904 2.31551 0.1631 0.9064 0.6332
C -0.21145 -0.44033 0.63004 1.8518 1.7995 -0.1701
C -0.42472 -0.48435 -0.70039 -3.5971 2.4697 -2.2854
C -1.98992 -0.21666 -0.96649 0.0257 2.6884 -0.8061
C 0.31324 0.11495 -1.86749 0.7668 0.1526 -10.1444
C 0.41335 0.37143 -3.28547 0.1496 -2.5603 9.2806
H 0.19144 0.55725 2.67457 4.5800 -1.5106 -0.2865
H 2.57555 1.00671 2.41166 -3.9439 -3.1551 -0.2991
H 1.81276 -1.10075 2.99928 -1.4080 3.7846 -2.3701
H -1.11711 -0.22349 1.45714 2.9125 -1.2695 -2.2467
H -2.21491 0.72823 -1.94226 0.7527 -3.0562 2.3751
H 0.89105 0.33181 -4.37697 -1.1887 0.4034 3.1583
O 1.17931 -0.19899 0.83274 -1.8385 -0.4156 4.1746
O -2.85923 -0.48487 -0.18186 0.7741 -0.2372 -1.0135
```
Forces are in eV/Å.

***

No. 9
# C6H6O2

C6H6O2 as an isolated structure (the ωB97M-V functional and the def2-TZVPD basis, the Open Molecules 2025 dataset).

Properties
ΔE to the lowest compared entry with this formula, charge and spin: 611.2 kJ/mol

```
14
Properties=species:S:1:pos:R:3:forces:R:3
C 1.50441 -0.71226 0.25418 9.6514 -2.6629 -4.0262
C 1.52337 -1.01690 -1.11010 -3.2111 1.7420 2.3003
C -0.39706 0.01491 -0.56499 1.7321 -2.7203 5.4248
C -1.55232 0.82078 -0.70456 -2.0223 0.7931 -1.8883
C -2.20904 1.47487 0.27702 -0.2173 -1.2961 3.8799
C 0.33969 -0.35533 0.65915 -8.7500 3.3740 4.7115
H 2.72593 -1.03403 1.83025 1.8586 1.5507 -5.2451
H 2.21036 -1.62914 -1.63832 -0.0805 -0.0196 -0.8929
H -1.90086 0.86913 -1.80204 0.4921 0.4021 1.7655
H -2.01644 1.15217 1.54186 -0.0448 1.2107 -4.1176
H -3.10692 2.14441 0.25319 1.0737 -0.8867 -0.7360
H -0.32323 -0.42208 1.86325 2.8418 0.8081 -3.9937
O 2.95451 -0.70360 0.64219 -4.8212 -2.1004 7.1051
O 0.24760 -0.60293 -1.50106 1.4973 -0.1946 -4.2872
```
Forces are in eV/Å.

***

No. 10
# C6H6O2

C6H6O2 as an isolated structure (the ωB97M-V functional and the def2-TZVPD basis, the Open Molecules 2025 dataset).

Properties
ΔE to the lowest compared entry with this formula, charge and spin: 376.8 kJ/mol

```
14
Properties=species:S:1:pos:R:3:forces:R:3
C -1.32578 -0.49110 0.22484 -0.2096 -1.5934 -0.7339
C -0.92228 0.14533 -1.07694 2.0882 0.2433 0.2046
C 0.66831 0.22469 -0.75566 0.5205 10.4987 -4.8578
C 0.64300 0.87998 0.66046 -3.7406 0.5496 0.5377
C 0.10479 -0.46540 1.01758 -4.0105 -2.1809 5.7467
C 0.85367 -0.93702 -0.12406 6.3538 -8.6365 1.8110
H -1.25603 -0.56232 -1.84992 0.3140 0.8251 -0.1179
H -1.20412 1.16776 -1.12497 -0.8447 0.7374 -0.6471
H 1.51463 1.04009 -1.25213 -2.4600 -3.3896 -0.2228
H 0.00061 1.69485 1.05205 -0.8367 -0.1632 -1.4075
H 1.45737 1.25793 1.14083 3.4814 -0.3306 0.6284
H 0.14437 -0.90795 2.12742 -0.1231 0.6770 -2.7359
O -2.33697 -1.17331 0.21517 1.5737 1.0513 1.7503
O 1.65844 -1.87350 -0.25467 -2.1063 1.7116 0.0442
```
Forces are in eV/Å.

***

No. 11
# C6H6O2Rb

C6H6O2Rb as an isolated structure (the ωB97M-V functional and the def2-TZVPD basis, the Open Molecules 2025 dataset).

Properties
Charge: +1

```
15
Properties=species:S:1:pos:R:3:forces:R:3
C -0.23997 -2.72645 -1.89409 -0.0897 -0.0685 0.1394
C -0.66099 -1.90744 -0.95283 -1.2025 -0.2815 -0.3912
O -1.26608 -1.23164 -0.21205 0.8302 0.1521 0.0974
H -0.59371 -2.45834 -2.89407 0.1349 0.0105 0.3467
Rb -1.67111 1.68213 1.95406 0.1751 -0.2694 -0.0865
O 1.15777 0.50324 2.99579 -0.7516 1.1013 -0.5391
C 1.60707 -0.65828 2.58824 1.0140 -2.1335 0.9358
C 2.05487 -1.78146 2.53170 -0.5338 1.0119 0.0959
C 0.94819 -4.48079 -0.54010 -0.3881 -0.2215 -0.3859
C 0.60752 -3.90829 -1.70508 0.0423 -0.4476 0.1772
H 1.71735 0.90031 3.67722 0.1984 -0.2870 -0.0819
H 2.39362 -2.79765 2.62869 -0.0883 0.4036 -0.4580
H 0.36194 -4.33136 0.37069 0.6204 0.5237 -0.0443
H 1.73168 -5.23966 -0.51569 -0.5393 -0.0380 -0.0536
H 0.88317 -4.40372 -2.63945 0.5780 0.5436 0.2478
```
Forces are in eV/Å.

***

No. 12
# C6H6O3

One molecule with the formula C6H6O3 (the ωB97M-V functional and the def2-TZVPD basis, the Open Molecules 2025 dataset).

Properties
ΔE to the lowest compared entry with this formula, charge and spin: 296.7 kJ/mol
SMILES: C=C1O[C@]1(C)C(O)=C=O

```
15
Properties=species:S:1:pos:R:3:forces:R:3
C -0.78458 0.89432 -1.28918 -0.0517 -0.1908 0.2717
C 1.31907 -0.31581 -0.47374 -0.9889 0.2154 -0.3473
C 1.91735 -0.61730 0.65690 1.0760 0.1462 0.6558
C -0.15705 -0.12756 -0.37269 0.7671 0.5425 1.0648
C -0.74872 -0.48567 0.92130 -0.0763 0.6471 -1.4135
C -1.12899 -0.28645 2.15683 0.0150 -0.1556 0.2890
O -0.95406 -1.31191 -0.12587 -0.6611 -0.9661 0.0320
O 1.99116 -0.22489 -1.67927 0.2543 -0.2779 -0.1099
O 2.45002 -0.83190 1.67278 -0.3474 -0.0257 -0.5831
H 1.47271 0.29611 -2.30319 0.0061 0.0179 0.2373
H -1.81624 1.06145 -0.98755 -0.0111 0.0081 -0.0620
H -0.78166 0.53594 -2.31888 0.0083 -0.0004 -0.0727
H -0.24445 1.83760 -1.22689 0.0277 0.0403 -0.0261
H -1.78040 -0.97933 2.65975 -0.0928 -0.1793 0.0552
H -0.75415 0.55539 2.70972 0.0749 0.1782 0.0088
```
Forces are in eV/Å.

***

Maximum force? In order: 0.9; 1.4; 6.0; 1.5; 5.0; 8.5; 4.7; 10.2; 10.8; 11.6; 2.5; 1.6 eV Å⁻¹.
Electronic energy? In order: -307.2426; -307.3539; -307.1945; -307.2539; -1634.1316; -382.4564; -382.5421; -382.2867; -382.4529; -382.5422; -406.4341; -457.8241 a.u..